No. 1
The following is a DFT calculation (ωB97M-V with the def2-TZVPD basis set) of a single C23H26FN6O9P molecule.

Structure (XYZ):
```
66
Properties=species:S:1:pos:R:3:forces:R:3
C 4.13016 4.43966 -2.44293 0.2 0.0 -0.1
H 5.06109 4.22985 -1.90505 0.0 0.0 0.0
O 3.01605 4.40133 -1.58574 -0.3 -0.1 0.2
C 2.68419 3.22105 -1.00420 -0.3 0.0 0.2
C 3.42939 2.05298 -1.09529 0.1 0.1 -0.2
C 3.00880 0.89739 -0.43975 -0.4 0.3 0.2
C 1.85080 0.89874 0.32753 -0.2 -0.1 0.1
C 1.09217 2.05684 0.40994 0.4 0.5 -0.1
C 1.50230 3.21798 -0.25605 -0.1 0.1 0.2
O 0.70025 4.34900 -0.21988 0.1 -0.6 -0.3
C 0.81266 5.11386 0.96635 0.1 0.2 0.3
H 0.52611 4.52882 1.84485 0.0 0.0 -0.1
H 0.12985 5.95234 0.84622 0.0 0.0 0.1
H 1.83326 5.48754 1.09357 0.0 0.0 -0.1
O -0.06845 2.18167 1.10977 0.4 0.3 -0.4
C -0.49483 1.10452 1.90926 -0.2 -0.3 0.3
H -0.61707 0.19542 1.32234 0.0 0.0 0.0
H 0.20923 0.91912 2.72775 0.0 0.0 -0.1
H -1.46385 1.40207 2.30457 0.0 -0.1 0.0
H 1.55179 -0.01068 0.81488 -0.1 0.0 0.0
N 3.81505 -0.22739 -0.56795 0.4 0.3 -0.5
C 3.69341 -1.47088 -0.04714 0.1 -0.9 0.3
N 2.56619 -1.84536 0.55684 0.1 0.1 0.0
C 2.52595 -3.05150 1.09844 0.7 -0.1 -0.1
N 1.41480 -3.47241 1.76682 0.4 -0.6 0.4
C 0.11837 -2.99387 1.66993 -0.7 0.3 0.0
N -0.22604 -2.31123 0.58436 -0.1 -0.2 0.0
C -1.48422 -1.93223 0.44413 -0.3 -0.4 0.7
C -2.48090 -2.22033 1.38657 0.5 -0.3 0.1
C -2.10378 -2.90031 2.53871 0.0 0.2 -0.5
C -0.78979 -3.30200 2.68383 0.1 0.1 -0.1
H -0.47221 -3.84760 3.55795 0.1 0.0 0.1
H -2.84566 -3.10753 3.29275 -0.1 0.0 0.1
O -3.76322 -1.83542 1.21518 0.0 0.3 0.2
C -4.21068 -1.71135 -0.13166 -0.7 -0.2 -0.5
C -4.62550 -3.09769 -0.65360 0.2 0.2 0.1
H -5.42498 -3.49279 -0.03174 -0.1 0.0 0.1
H -3.77984 -3.78367 -0.61828 0.1 -0.1 0.0
H -4.97238 -3.01555 -1.67930 0.0 0.0 -0.1
C -3.15729 -1.17309 -1.09176 -0.1 -0.4 0.1
O -3.47877 -0.77491 -2.19666 -0.2 -0.1 -0.1
N -1.84958 -1.26610 -0.72691 0.2 0.1 -0.1
C -0.85752 -0.64386 -1.57980 0.3 -0.8 -0.5
O -0.78240 0.74212 -1.42066 -0.8 1.1 0.2
P -2.10787 1.69528 -1.28949 0.5 0.1 -0.4
O -2.96584 1.31314 -0.15905 0.1 0.0 0.0
O -2.79596 1.72033 -2.71235 0.2 0.3 0.1
H -3.34890 0.93800 -2.82307 -0.2 -0.4 0.0
O -1.50514 3.12768 -1.33169 -0.1 0.0 -0.2
H -0.86299 3.39914 -0.66098 0.2 0.2 0.3
H -1.11121 -0.88900 -2.61990 0.1 0.1 0.3
H 0.11982 -1.05173 -1.30213 -0.3 0.1 -0.1
C -5.39045 -0.74231 -0.10779 0.4 0.0 0.1
H -5.83032 -0.67448 -1.09745 -0.1 0.0 -0.1
H -6.12992 -1.09382 0.60578 -0.1 -0.1 0.0
H -5.03027 0.23891 0.19089 0.0 0.1 0.0
H 1.53855 -4.29526 2.34104 0.0 0.1 -0.2
C 3.65858 -3.88495 1.03307 -0.1 0.1 -0.1
C 4.75991 -3.43810 0.34012 -0.5 -0.1 0.3
N 4.78329 -2.23469 -0.20736 0.2 0.4 -0.2
H 5.64336 -4.04930 0.22174 0.0 -0.2 0.1
F 3.63172 -5.10626 1.62919 -0.1 0.2 -0.1
H 4.69484 -0.09381 -1.04917 -0.2 -0.1 0.1
H 4.34009 2.02491 -1.67207 0.1 0.0 -0.1
H 4.16369 5.45543 -2.83340 0.0 -0.1 0.0
H 4.02208 3.73632 -3.27414 0.0 0.0 0.0
```
Positions in Å, forces in eV/Å.

Results
relative energy (zero: lowest compared OMol25 entry of this formula, charge and spin)	0.0	kJ/mol
LUMO energy	0.4	eV
E	-2339.154039	Eh
HOMO level	-7.73	eV
orbital gap	0.29968	Eh

Here is what Mulliken gives for the atomic charges, in e: -0.975, 0.348, -0.456, 0.108, -0.372, -0.207, -0.626, 0.440, 0.999, -0.603, -0.864, 0.251, 0.310, 0.294, -0.282, -0.332, -0.127, 0.407, 0.247, 0.538, -0.034, 0.247, -0.072, -0.244, -0.034, 0.241, -0.032, -0.186, 0.533, -0.850, -0.635, 0.424, 0.526, -0.495, 1.810, -1.616, 0.424, 0.311, 0.371, -0.112, -0.837, 0.488, -0.787, 0.054, 1.001, -0.575, -0.608, 0.479, -0.646, 0.483, 0.103, 0.592, -1.836, 0.350, 0.470, 0.415, 0.329, 0.476, -0.334, -0.786, 0.435, -0.312, 0.274, 0.467, 0.253, 0.374


No. 2
The following is a DFT calculation (ωB97M-V with the def2-TZVPD basis set) of C4K8O12 as an isolated structure.

Structure (XYZ):
```
24
Properties=species:S:1:pos:R:3:forces:R:3
K 3.78246 1.46080 0.63582 -0.3 0.7 0.0
K -2.10837 -0.25090 4.96540 0.1 -0.4 1.2
K 0.31110 -3.95644 -0.95469 0.0 0.7 -0.2
K -0.71955 1.24350 -2.93950 -0.1 -0.2 0.2
K -0.99106 3.16381 1.49688 0.0 -0.2 -0.1
K 2.46682 -0.60723 -2.83829 -0.4 -0.1 0.9
K -3.66221 -0.51650 -0.28365 -0.2 -0.6 -0.4
K 0.40298 -0.53377 0.93653 -0.3 0.6 -0.2
C 2.98801 -1.13523 0.12600 1.1 0.4 -2.6
O 2.87988 -0.74969 1.30238 0.2 0.4 2.4
O 3.86524 -0.55651 -0.68797 -0.4 -1.2 0.4
O 2.16291 -1.99064 -0.34887 -0.5 -1.1 -0.7
C 0.78343 2.37959 -0.61207 1.9 -2.7 -1.2
O -0.13789 3.08033 -1.15503 0.1 0.3 1.3
O 1.36269 1.40779 -1.34926 -0.7 1.1 0.3
O 1.22141 2.41840 0.61340 -0.9 1.1 -0.5
C -2.12318 0.58131 2.38752 0.2 -0.3 -1.2
O -2.03707 0.63880 1.04969 0.5 0.6 3.1
O -1.07108 0.86076 3.14797 -1.0 0.1 -1.7
O -3.22278 0.19988 2.95202 0.4 0.4 -1.1
C -1.50424 -1.75212 -2.10151 -2.3 -1.5 -0.3
O -2.31803 -0.77790 -2.48721 1.8 -0.6 0.6
O -0.26921 -1.84966 -2.44605 -0.3 0.9 0.0
O -2.06225 -2.75839 -1.40949 1.2 1.7 -0.2
```
Positions in Å, forces in eV/Å.

Results
LUMO energy	-0.5	eV
E	-5855.335895	Eh
HOMO level	-6.75	eV
orbital gap	0.23043	Eh

Here is what Mulliken gives for the atomic charges, in e: 0.978, 1.001, 0.921, 0.944, 0.977, 1.015, 0.998, 0.862, 0.863, -0.973, -1.117, -0.671, 0.723, -0.966, -0.722, -1.007, 1.048, -0.867, -1.085, -1.050, 0.733, -0.954, -0.751, -0.902


No. 3
The following is a DFT calculation (ωB97M-V with the def2-TZVPD basis set) of C5H8Cl3CuO2 as an isolated structure.

Structure (XYZ):
```
19
Properties=species:S:1:pos:R:3:forces:R:3
Cu 15.96848 -12.75445 -22.29291 0.6 1.1 0.6
Cl 14.78594 -10.35085 -21.92696 0.3 -0.7 -0.2
O 17.69551 -11.61245 -21.18187 0.1 0.0 0.6
C 18.31374 -10.59623 -20.85800 0.0 0.4 -0.7
O 19.05291 -10.45521 -19.74293 -0.7 -1.2 -0.5
C 19.44157 -9.06324 -19.54656 -1.1 0.5 -1.3
C 19.44293 -8.54305 -20.95077 0.4 1.6 -0.8
C 18.32263 -9.30821 -21.68608 1.0 0.3 0.6
H 20.40512 -8.86510 -19.07707 -0.3 -0.9 0.4
H 18.58266 -8.58183 -19.07901 0.3 -0.2 0.8
H 20.43870 -8.61996 -21.38738 -0.1 -0.8 -0.4
H 19.38121 -7.45557 -20.90983 -0.7 0.1 -0.1
H 18.49701 -9.40149 -22.75799 0.3 -0.7 0.2
H 17.32414 -8.87120 -21.67477 -0.1 0.3 0.6
C 14.13445 -8.79527 -18.91681 -0.6 0.5 1.5
Cl 12.93273 -7.78398 -17.99146 0.9 -0.4 -0.5
Cl 15.25466 -9.67617 -17.73068 -1.0 0.6 -1.4
H 13.46522 -9.44126 -19.48509 0.7 -0.4 0.2
H 14.72656 -8.12556 -19.54051 0.0 -0.2 0.2
```
Positions in Å, forces in eV/Å.

Results
relative energy (zero: lowest compared OMol25 entry of this formula, charge and spin)	66.2	kJ/mol
2S+1	2
LUMO energy (alpha / beta)	-5.7 / -8.9	eV
E	-3366.492687	Eh
HOMO level (alpha / beta)	-13.53 / -13.53	eV
total charge	+1
orbital gap (alpha / beta)	0.28895 / 0.17049	Eh

Here is what Mulliken gives for the atomic charges, in e: 0.814, 0.021, -0.479, 0.509, -0.294, -0.310, -0.670, -0.368, 0.348, 0.238, 0.304, 0.375, 0.302, 0.196, -0.157, -0.145, -0.150, 0.209, 0.257


No. 4
The following is a DFT calculation (ωB97M-V with the def2-TZVPD basis set) of C20H15CrF5N4S2 as an isolated structure.

Structure (XYZ):
```
47
Properties=species:S:1:pos:R:3:forces:R:3
Cr 0.77619 -0.62760 0.45836 0.6 0.3 -0.5
C -1.08849 2.24616 2.96472 0.0 0.0 0.0
C -0.66148 1.06247 2.17321 -0.1 -0.2 0.1
N 0.53363 0.86823 1.74121 -0.2 0.1 0.2
N 1.56116 1.68119 2.12679 0.0 -0.4 -0.2
C 2.68030 0.99494 2.08007 0.0 0.2 0.1
N 3.81029 1.60391 2.44655 0.0 -0.1 0.0
S 2.78256 -0.70204 1.61471 -0.1 0.1 0.0
C -1.56957 -0.09350 1.95606 0.2 0.1 0.0
C -2.90968 -0.05895 2.27618 -0.1 0.0 0.0
C -3.66252 -1.21948 2.14288 -0.1 0.1 0.0
C -3.05092 -2.37682 1.70124 0.0 0.0 0.0
C -1.70312 -2.33014 1.38332 0.0 0.0 0.0
N -0.97302 -1.22313 1.50714 -0.2 -0.1 0.0
H -0.26199 2.94118 3.06500 0.0 0.0 0.0
H -1.42883 1.94168 3.95657 0.0 0.0 0.0
H -1.92254 2.74660 2.46738 0.0 0.0 0.0
H 3.78182 2.56738 2.73500 0.0 0.0 0.0
H 4.68920 1.11985 2.41816 0.0 0.0 0.0
H -3.35631 0.85844 2.63170 0.0 0.0 0.0
H -4.71588 -1.21515 2.38962 0.0 0.0 0.0
H -3.59643 -3.30351 1.59881 0.0 0.0 0.0
H -1.18846 -3.21218 1.02544 0.0 0.0 0.0
C 1.99445 -2.16056 -3.03620 0.0 0.0 0.0
C 0.64599 -2.24108 -2.72815 0.0 0.0 0.0
C 0.25681 -2.63461 -1.45483 0.0 0.0 0.1
C 1.22201 -2.92764 -0.48475 -0.1 -0.1 0.0
C 2.58209 -2.83751 -0.80613 0.0 0.0 0.0
C 2.96104 -2.45296 -2.07891 0.0 0.0 0.0
H 2.29947 -1.86371 -4.03099 0.0 0.0 0.0
H -0.10058 -2.01747 -3.47843 0.0 0.0 0.0
H -0.79625 -2.74846 -1.22583 0.0 0.0 0.0
H 0.92482 -3.38072 0.45707 0.1 0.1 0.1
H 3.32939 -3.08943 -0.06582 0.0 0.0 0.0
H 4.01026 -2.38445 -2.33133 0.0 0.0 0.0
F -2.86572 3.47742 -3.35287 0.0 0.0 0.0
C -1.80419 2.86092 -2.85015 -0.1 0.1 0.0
C -0.53205 3.37280 -3.05559 0.0 0.0 0.0
F -0.38314 4.48531 -3.76085 0.0 0.0 0.0
C 0.57499 2.73493 -2.52206 0.1 0.1 -0.1
F 1.77415 3.26555 -2.74457 0.0 0.0 0.0
C 0.46017 1.57043 -1.77016 0.1 0.0 0.0
S 1.85968 0.75145 -1.08920 -0.1 -0.2 0.1
C -0.82437 1.10355 -1.60221 -0.1 -0.1 0.0
F -0.99591 -0.04747 -0.86014 0.0 0.1 0.1
C -1.95566 1.70448 -2.10806 -0.1 0.0 0.0
F -3.16339 1.18971 -1.87996 0.0 0.0 0.0
```
Positions in Å, forces in eV/Å.

Results
relative energy (zero: lowest compared OMol25 entry of this formula, charge and spin)	3.9	kJ/mol
2S+1	4
LUMO energy (alpha / beta)	-4.2 / -4.2	eV
E	-3330.143256	Eh
HOMO level (alpha / beta)	-10.92 / -11.09	eV
total charge	+1
orbital gap (alpha / beta)	0.24827 / 0.25269	Eh

Here is what Mulliken gives for the atomic charges, in e: 0.334, -1.658, 0.140, 1.352, -1.329, 0.582, -0.388, -0.434, 1.194, -0.748, -0.519, -1.032, -0.094, 0.110, 0.385, 0.373, 0.387, 0.240, 0.203, 0.423, 0.461, 0.460, 0.465, -0.314, -0.565, 0.106, -0.817, -0.322, -0.513, 0.416, 0.463, 0.420, 0.376, 0.565, 0.415, -0.287, 0.794, 0.120, -0.262, 0.250, -0.317, 0.887, -0.359, -0.189, 0.060, -0.534, -0.304


No. 5
The following is a DFT calculation (ωB97M-V with the def2-TZVPD basis set) of a 3-piece molecular cluster, C2H9NO3 overall.

Structure (XYZ):
```
15
Properties=species:S:1:pos:R:3:forces:R:3
C 1.85452 0.91638 -1.52436 3.2 -2.5 1.0
C 0.69739 0.50507 -0.71391 -1.0 0.1 0.1
N -0.41355 0.70731 -1.44833 -4.9 -2.5 0.7
O 0.64821 0.11899 0.48695 0.5 0.6 -2.7
H 1.81580 0.73681 -2.62128 -0.5 0.5 0.9
H 2.68933 0.22081 -1.14344 -0.7 1.4 -0.6
H 2.04362 1.91261 -1.19363 0.7 0.9 -0.3
H -1.18864 0.11598 -0.88659 1.2 2.5 -1.8
H -0.67437 0.97529 -2.46944 1.7 -0.8 2.7
H -2.31856 -1.07334 0.46247 -0.3 0.2 -0.1
H -2.01591 0.17204 1.25099 -0.6 -0.2 -1.4
O -2.45682 -0.11270 0.39682 0.7 -0.4 1.7
H -0.04083 -1.86815 3.89214 -0.2 0.0 -0.1
H 0.00211 -1.55943 2.36868 -1.6 -0.4 1.9
O -0.64229 -1.76767 3.14293 1.8 0.5 -2.0
```
Positions in Å, forces in eV/Å.

Results
relative energy (zero: lowest compared OMol25 entry of this formula, charge and spin)	149.6	kJ/mol
LUMO energy	0.7	eV
E	-362.057868	Eh
HOMO level	-9.87	eV
orbital gap	0.38958	Eh

Here is what Mulliken gives for the atomic charges, in e: -0.942, 0.592, -0.376, -0.646, 0.336, 0.261, 0.237, 0.300, 0.241, 0.344, 0.350, -0.699, 0.297, 0.359, -0.655


- The lowest E belongs to which entry?
  C4K8O12